# 1
Entry from the Open Molecules 2025 dataset: a 3-piece molecular cluster, C17H44N3OS overall (ωB97M-V with the def2-TZVPD basis set).

Cartesian coordinates (Å):
C  -0.59106  1.26405  -0.61543
C  -0.98470  -0.16278  -0.32217
O  -0.63926  -0.51949  1.06063
N  0.33949  -1.50778  1.13006
C  1.78081  -1.00789  1.06463
S  2.57840  -1.52226  -0.45384
C  2.78258  0.06476  -1.34173
C  2.07389  0.11510  -2.68852
H  0.49129  1.40317  -0.53262
H  -1.08927  1.97276  0.04495
H  -0.86620  1.49067  -1.64898
H  -2.05967  -0.32907  -0.39807
H  -0.48227  -0.85822  -1.00277
H  0.16644  -1.97666  2.02342
H  0.18548  -2.19829  0.38130
H  1.71863  0.07550  1.14557
H  2.28468  -1.42169  1.93897
H  2.44757  0.86503  -0.67871
H  3.86111  0.18431  -1.45559
H  1.06487  -0.30231  -2.63460
H  2.00139  1.14987  -3.03118
H  2.61688  -0.45274  -3.44560
C  -0.33342  -6.04032  2.69312
C  -1.02549  -4.94074  1.90285
N  -1.81824  -5.43457  0.79915
C  -2.24601  -4.40637  -0.12638
C  -3.21213  -3.32802  0.38063
C  -2.80975  -6.45285  1.13663
C  -3.85408  -6.09762  2.19838
H  0.23397  -6.69091  2.02770
H  0.35098  -5.60598  3.42284
H  -1.04785  -6.65049  3.24422
H  -0.24877  -4.29701  1.45685
H  -1.59538  -4.30520  2.60421
H  -2.68736  -4.90313  -0.99289
H  -1.33304  -3.91758  -0.50200
H  -4.21985  -3.71212  0.52289
H  -3.27811  -2.52028  -0.35275
H  -2.88345  -2.89546  1.32885
H  -2.27247  -7.34607  1.45882
H  -3.30652  -6.72839  0.20427
H  -3.39675  -5.64866  3.08213
H  -4.36318  -7.00498  2.52465
H  -4.61445  -5.41154  1.82858
C  1.52962  7.56971  0.25750
C  1.94205  6.62160  -0.85645
N  2.00472  5.23301  -0.42257
C  2.68719  4.35411  -1.35306
C  2.04550  4.10011  -2.72282
C  0.79356  4.70707  0.17906
C  -0.50534  4.77798  -0.63456
H  2.17015  7.43811  1.13023
H  1.62024  8.60043  -0.08466
H  0.49394  7.42051  0.56546
H  2.94573  6.88665  -1.19856
H  1.27467  6.77080  -1.71969
H  2.83633  3.39377  -0.84365
H  3.68604  4.77003  -1.51017
H  1.16188  3.46335  -2.65477
H  2.76310  3.60492  -3.38061
H  1.74966  5.03129  -3.20640
H  0.62902  5.21768  1.13034
H  1.00560  3.66335  0.43813
H  -0.68639  5.77278  -1.04210
H  -1.35497  4.54339  0.01120
H  -0.51206  4.07164  -1.46432

The charge is +1. The spin multiplicity is 1. The gap between HOMO and LUMO comes out at 7.55 eV. The LUMO energy is -2.772 eV. The energy above the lowest of the compared OMol25 structures with the same formula, charge and spin comes out at 0.000 eV. The strongest force on any atom is 0.2 eV Å⁻¹.

=====

# 2
Entry from the Open Molecules 2025 dataset: a 2-piece molecular cluster, C12H16N2 overall at a distorted geometry (ωB97M-V with the def2-TZVPD basis set).

Cartesian coordinates (Å):
C  1.19576  -0.87095  -4.39802
C  1.68966  -2.90633  -1.14591
C  0.40843  -2.84379  -0.69936
C  1.94700  -2.49114  -2.50162
C  0.99892  -1.64878  -3.03460
C  -0.70705  -2.22442  -1.38734
C  -0.39277  -1.56514  -2.53181
H  2.62146  -3.22728  -0.54523
H  0.08170  -3.01749  0.29037
H  2.58179  -2.99779  -3.12227
H  -1.72503  -2.72067  -1.04869
H  0.61535  -1.30809  -5.26534
H  2.25972  -0.69869  -4.64020
H  -1.02077  -0.94908  -3.09515
H  0.70698  0.15148  -4.18710
C  -1.54100  3.51827  2.44573
C  -0.70309  4.25861  1.50198
C  -0.92244  2.18651  2.39958
C  -1.13809  1.20368  1.35528
C  -0.00139  0.35928  3.06928
N  -0.23663  1.62698  3.41560
N  -0.38862  0.11661  1.82497
H  -1.54034  3.82876  3.56746
H  -2.76786  3.26299  2.26996
H  0.11798  4.87995  1.79007
H  -1.78147  1.22058  0.46553
H  0.66246  -0.30730  3.77924
H  -0.22827  -0.63774  1.19064
H  -1.19766  4.87469  0.63615
H  -0.01279  3.58576  0.79156

The SMILES is CCc1c[nH]cn1.Cc1ccccc1. The spin multiplicity is 1. The gap between HOMO and LUMO comes out at 8.65 eV. The LUMO energy is 0.684 eV. The energy above the lowest of the compared OMol25 structures with the same formula, charge and spin comes out at 4.330 eV. The strongest force on any atom is 6.5 eV Å⁻¹.

=====

# 3
Entry from the Open Molecules 2025 dataset: C36H33BCl2N12O7SW as an isolated structure at a distorted geometry (ωB97M-V with the def2-TZVPD basis set).

Cartesian coordinates (Å):
W  -1.30959  0.38184  0.89815
C  4.03156  -4.58338  3.30874
C  3.55236  -3.20476  2.94419
C  3.37249  -2.22964  3.92237
C  2.88839  -0.97579  3.59821
C  2.57381  -0.70605  2.27233
C  2.76983  -1.64704  1.26832
C  3.25964  -2.89121  1.61813
S  1.96268  0.87299  1.87077
O  2.18217  1.11425  0.47672
O  2.46983  1.78953  2.84651
N  0.26796  0.86984  2.09410
C  -0.09794  1.25722  3.47663
C  -1.43630  1.90114  3.42790
O  -1.92975  2.50958  4.33817
O  -2.00841  1.73708  2.23966
H  4.53904  -4.58480  4.27258
H  4.71708  -4.97392  2.55621
H  3.18611  -5.27270  3.37376
H  3.60943  -2.45901  4.95451
H  2.75001  -0.21678  4.35700
H  2.53792  -1.40412  0.23916
H  3.40290  -3.64205  0.84881
H  0.61582  1.95061  3.90244
H  -0.13551  0.36073  4.09918
N  -0.75462  -2.94206  -0.67918
C  -1.35454  -1.95385  -1.38792
N  -1.65157  -2.01144  -2.65679
N  -2.24802  -0.81372  -2.91403
N  -2.32692  -0.10438  -1.86127
N  -1.77378  -0.82257  -0.81444
C  -0.40971  -2.74396  0.61756
N  0.00341  -3.69716  1.41005
N  0.20904  -3.07429  2.60434
N  -0.05306  -1.83748  2.53343
N  -0.46821  -1.55500  1.24008
H  -0.55528  -3.82451  -1.11864
Cl  -6.26318  -0.10352  0.39725
C  -5.33836  1.22230  -0.21887
C  -5.97239  2.23870  -0.96709
C  -5.26147  3.29889  -1.43902
Cl  -6.07322  4.55684  -2.32092
C  -3.86671  3.40191  -1.19185
C  -3.03905  4.48416  -1.54911
C  -1.73394  4.49018  -1.14829
C  -1.21104  3.38669  -0.45816
N  -1.94416  2.33088  -0.17820
C  -3.27051  2.35641  -0.48677
C  -3.99387  1.27081  0.01055
O  -3.31597  0.36643  0.68769
H  -7.03660  2.17271  -1.14774
H  -3.45408  5.31295  -2.10683
H  -1.08354  5.32697  -1.35963
H  -0.19207  3.38820  -0.11516
C  3.59270  3.53131  -5.33749
C  3.87889  2.03112  -5.28420
C  5.37429  1.83569  -5.00317
C  3.53685  1.42448  -6.65242
C  3.05917  1.33116  -4.19583
C  3.21792  -0.04637  -4.00254
C  2.51613  -0.76003  -3.03435
C  1.63618  -0.04016  -2.26360
O  0.82685  -0.47253  -1.23752
B  0.21353  0.68311  -0.74895
O  0.54425  1.77781  -1.52357
C  1.46752  1.30904  -2.43961
C  2.15719  2.02792  -3.38641
H  4.20864  3.98762  -6.11485
H  3.83285  4.02349  -4.39180
H  2.54692  3.73634  -5.58029
H  5.96861  2.35208  -5.76142
H  5.65437  0.78110  -5.01862
H  5.64039  2.23927  -4.02368
H  4.09526  1.93396  -7.44240
H  2.47048  1.52642  -6.86593
H  3.78716  0.36278  -6.69505
H  3.91296  -0.59000  -4.62989
H  2.64627  -1.82737  -2.90720
H  1.99131  3.09134  -3.48719
C  -4.62094  -4.00930  5.07072
C  -3.94020  -2.95823  4.23903
C  -3.87281  -3.05426  2.85558
C  -3.23685  -2.06664  2.13328
N  -2.65585  -1.00836  2.69534
C  -2.74893  -0.88710  4.01890
C  -3.37371  -1.82966  4.81513
H  -4.71083  -4.94825  4.52563
H  -5.62651  -3.68259  5.34590
H  -4.07041  -4.19307  5.99334
H  -4.31118  -3.89565  2.33306
H  -3.20158  -2.11633  1.05217
H  -2.33568  -0.00164  4.47770
H  -3.40932  -1.67312  5.88658

The spin multiplicity is 1. The gap between HOMO and LUMO comes out at 6.09 eV. The LUMO energy is -2.323 eV. The energy above the lowest of the compared OMol25 structures with the same formula, charge and spin comes out at 1.042 eV. The strongest force on any atom is 1.9 eV Å⁻¹.

=====

# 4
Entry from the Open Molecules 2025 dataset: a 2-piece molecular cluster, C4H12N2 overall at a distorted geometry (ωB97M-V with the def2-TZVPD basis set).

Cartesian coordinates (Å):
C  2.18796  0.29935  0.58745
C  0.72027  0.07384  0.10108
C  -0.28294  0.64439  1.04344
C  -1.63919  0.50317  0.75334
N  -2.09660  -0.40113  -0.22961
N  0.39995  0.48257  -1.23777
H  2.23817  0.94892  1.45919
H  2.76649  0.68874  -0.24930
H  2.59073  -0.64489  0.94421
H  0.51008  -1.01148  0.20748
H  0.02454  1.06961  1.99579
H  -1.10834  1.46375  0.17594
H  -2.42121  0.80398  1.44285
H  0.03789  -2.51544  -2.21311
H  -0.55028  -2.23776  -2.60722
H  -1.42989  -0.28670  -1.02210
H  -2.07736  -1.35303  0.11785
H  0.12974  1.47213  -1.26950

The spin multiplicity is 1. The gap between HOMO and LUMO comes out at 6.14 eV. The LUMO energy is -0.608 eV. The energy above the lowest of the compared OMol25 structures with the same formula, charge and spin comes out at 6.601 eV. The strongest force on any atom is 1.6 eV Å⁻¹.

=====

# 5
Entry from the Open Molecules 2025 dataset: the molecule C4H5NOS at a distorted geometry (ωB97M-V with the def2-TZVPD basis set).

Cartesian coordinates (Å):
C  -0.27992  1.67635  0.47177
C  -0.02412  0.69391  -0.63705
C  -0.87566  -0.51044  -0.69817
C  1.15584  -1.60496  0.52694
H  -0.90861  1.38526  1.40542
H  0.38927  1.13882  -1.54177
H  -1.70303  -0.82504  0.11704
H  -1.09794  -0.74998  -1.71740
H  2.12913  -1.25267  0.80289
N  0.53071  -0.74336  -0.41578
O  0.68513  -2.48392  1.20821
S  -0.00081  3.27603  0.47789

The SMILES is O=CN1C[C@H]1C=S. The spin multiplicity is 1. The gap between HOMO and LUMO comes out at 8.27 eV. The LUMO energy is -0.966 eV. The energy above the lowest of the compared OMol25 structures with the same formula, charge and spin comes out at 3.187 eV. The strongest force on any atom is 3.0 eV Å⁻¹.

=====

# 6
Entry from the Open Molecules 2025 dataset: C24H31BaN3OSi2 as an isolated structure at a distorted geometry (ωB97M-V with the def2-TZVPD basis set).

Cartesian coordinates (Å):
Ba  0.39810  -0.31636  -0.61126
C  1.39461  -0.48069  -7.51704
C  0.62084  -1.31433  -6.70543
C  0.73802  -1.27099  -5.33322
C  1.64887  -0.39612  -4.69777
C  2.42313  0.44706  -5.52834
C  2.28782  0.39215  -6.90658
N  1.72184  -0.44201  -3.32876
N  2.52312  0.49967  -2.82518
C  3.36672  0.84367  -0.54360
C  4.71753  1.09330  -0.73139
C  5.41452  1.72680  0.28902
C  4.74186  2.03960  1.45987
C  3.38564  1.75054  1.59139
C  2.59185  1.16386  0.58887
H  1.29702  -0.51135  -8.59585
H  -0.08761  -2.00122  -7.15604
H  0.13407  -1.91794  -4.70756
H  3.12758  1.12534  -5.06867
H  2.89696  1.04877  -7.52047
H  5.19097  0.76785  -1.65010
H  6.47261  1.94454  0.19056
H  5.27862  2.50789  2.28046
H  2.91819  2.02094  2.53972
C  -3.10043  2.06481  3.08906
Si  -1.65001  1.54333  1.97300
C  -0.14797  2.41227  2.69158
C  -2.09720  2.36074  0.31272
C  -1.44624  -0.23299  1.71468
C  -2.55041  -0.83218  0.92653
C  -3.82421  -1.11262  1.44885
C  -4.80261  -1.67139  0.65076
C  -4.51226  -1.96936  -0.67361
C  -3.24467  -1.67325  -1.12946
N  -2.29514  -1.11773  -0.37130
Si  -0.63268  -1.39496  2.84091
C  -1.62889  -1.95233  4.36019
C  1.00009  -0.75558  3.53061
C  -0.30052  -3.02431  1.91668
H  -3.19547  3.15380  3.15019
H  -2.95193  1.67815  4.10225
H  -4.04734  1.66473  2.71624
H  -0.30070  3.49501  2.64617
H  0.75842  2.16235  2.13765
H  -0.00767  2.14289  3.74202
H  -2.16585  3.44712  0.42416
H  -3.07845  2.00184  -0.01434
H  -1.41890  2.17345  -0.52945
H  -4.01908  -0.87882  2.48785
H  -5.78569  -1.88348  1.05666
H  -5.24002  -2.41684  -1.33613
H  -2.97517  -1.88970  -2.15905
H  -1.85599  -1.09220  4.99759
H  -1.07995  -2.68655  4.95898
H  -2.57773  -2.40511  4.05996
H  0.82806  0.02963  4.27124
H  1.64876  -0.33961  2.75485
H  1.53032  -1.57180  4.03093
H  -1.25062  -3.48730  1.63112
H  0.23092  -3.73535  2.55644
H  0.27790  -2.94795  0.98712
O  2.70646  0.02032  -1.46630

The charge is -2. The spin multiplicity is 1. The gap between HOMO and LUMO (alpha / beta) comes out at 2.02 / 2.02 eV. The LUMO energy (alpha / beta) is 4.038 / 4.037 eV. The energy above the lowest of the compared OMol25 structures with the same formula, charge and spin comes out at 2.096 eV. The strongest force on any atom is 2.5 eV Å⁻¹.